Record 1
17
Properties=species:S:1:pos:R:3:nbo_charge:R:1 method="wB97M-V/def2-TZVPD" homo_ev=-8.99 e_above_lowest_ev=4.245 homo_lumo_gap_ev=9.9 total_charge=0 max_force_ha_per_bohr=0.042
C -2.0541 -0.3655 0.0641 -0.6083
C -1.2112 0.8121 -0.3837 -0.2427
C -0.3684 1.5441 0.6220 -0.4348
C 0.2934 0.6821 -0.4618 -0.1913
C 1.1957 -1.1092 -0.0975 -0.5400
C 2.6480 -1.1526 -0.0067 0.3798
O 3.4811 -0.2740 -0.0639 -0.5530
H -3.0321 -0.0516 0.4479 0.2181
H -1.5491 -0.9244 0.8588 0.2120
H -2.2219 -1.0503 -0.7732 0.2155
H -1.6787 1.4277 -1.1551 0.2221
H -0.2864 2.6329 0.5488 0.2320
H -0.4047 1.2014 1.6573 0.2208
H 0.8761 1.1762 -1.2188 0.2441
H 0.7775 -1.9102 -0.7085 0.2307
H 0.5978 -0.4123 0.4960 0.2862
H 2.9370 -2.2264 0.1745 0.1087



Record 2
123
Properties=species:S:1:pos:R:3:lowdin_charge:R:1 method="wB97M-V/def2-TZVPD" homo_ev=-8.47 homo_lumo_gap_ev=6.5 total_charge=0 max_force_ha_per_bohr=0.101
C -4.6773 0.7487 5.0761 -0.1358
O -6.0842 0.6026 4.6580 -0.2613
C -6.1997 0.8051 3.1754 -0.1943
C -6.3002 -0.7080 2.5032 -0.1590
C -5.0415 -0.8976 1.4690 -0.2118
C -4.4155 -2.4448 1.4722 -0.2111
C -3.5067 -2.5574 0.0900 -0.2105
C -2.7316 -3.9910 -0.0877 -0.2035
C -2.4209 -4.7864 1.3189 -0.2189
C -1.3651 -4.0246 2.3148 -0.1567
C 0.1710 -4.0170 1.6531 -0.1746
O 0.3847 -2.6798 1.0784 -0.1925
C 1.5197 -1.9769 1.6960 -0.2638
C 2.3508 -0.9801 0.6937 -0.1359
C 2.2007 -1.3781 -0.9188 -0.1794
C 0.9105 -0.6691 -1.6447 -0.1741
C 1.0437 -0.5254 -3.2847 -0.0899
C 0.9232 -1.9955 -4.0749 -0.1904
F -0.1345 -1.7578 -5.1277 -0.0121
F 0.4492 -2.9541 -3.0373 -0.0049
C 2.4033 -2.3187 -4.6894 -0.2182
F 2.5485 -1.4485 -5.9157 0.0001
F 3.5448 -1.9429 -3.8052 0.0103
S 2.6976 -4.0749 -5.2456 1.0895
F 4.4083 -3.7543 -5.1069 -0.2128
F 2.7132 -4.7205 -3.6587 -0.1808
F 1.0428 -4.4182 -5.5117 -0.1753
F 2.8329 -3.5044 -6.8857 -0.2122
F 3.0589 -5.6534 -5.8346 -0.1849
C 0.9422 -1.0051 2.9282 -0.1497
O -0.3641 -0.4299 2.5738 -0.2443
C -0.2572 0.9648 2.1141 -0.1203
H -4.0451 -0.1210 4.5693 0.1034
H -4.5187 0.6421 6.2401 0.1023
H -4.1850 1.7708 4.7129 0.0843
H -7.1670 1.4055 2.8782 0.1229
H -5.2576 1.4107 2.8323 0.1101
H -7.3085 -0.7083 1.8684 0.1153
H -6.3331 -1.4975 3.3673 0.1137
H -4.1625 -0.2027 1.8548 0.1012
H -5.3060 -0.5807 0.3643 0.1109
H -3.7618 -2.5264 2.4593 0.0929
H -5.2802 -3.2565 1.4940 0.1129
H -2.7150 -1.6816 0.1198 0.1081
H -4.2393 -2.2971 -0.8066 0.1115
H -1.7083 -3.7908 -0.6687 0.1063
H -3.3983 -4.6634 -0.7972 0.1106
H -1.9287 -5.8324 1.0245 0.1125
H -3.4485 -5.0824 1.8483 0.0976
H -1.6115 -2.8837 2.5111 0.1120
H -1.3992 -4.5720 3.3609 0.1095
H 0.8856 -4.2983 2.5380 0.1222
H 0.2265 -4.8672 0.8245 0.1338
H 2.3150 -2.6869 2.2054 0.1486
H 3.5102 -1.1244 0.9370 0.1251
H 2.1260 0.1606 0.8296 0.0985
H 3.2396 -1.1160 -1.4015 0.1107
H 2.0151 -2.5495 -0.9560 0.1184
H 0.8761 0.4495 -1.2305 0.1061
H -0.1392 -1.1357 -1.3208 0.1313
H 1.9986 0.0866 -3.6194 0.1096
H 0.1162 0.1478 -3.6181 0.1461
H 0.9807 -1.5508 3.9651 0.1320
H 1.7126 -0.0950 2.9853 0.1228
H 0.1413 1.0687 0.9987 0.0878
H 0.3480 1.6736 2.8324 0.1037
H -1.3674 1.3904 2.0873 0.1050
O 3.6402 3.1776 -1.8497 0.0677
N 3.0957 2.8349 -2.9097 -0.3056
O 2.0700 2.1427 -2.9797 0.0257
C 3.7109 3.2749 -4.1677 -0.1415
C 4.8928 4.0278 -4.1362 0.0001
C 5.4866 4.4229 -5.3365 -0.0577
C 4.9022 4.0726 -6.5547 -0.0680
C 3.7195 3.3317 -6.5829 -0.0504
C 3.1179 2.9285 -5.3890 0.0026
H 5.3608 4.3087 -3.1952 0.1180
H 6.4076 5.0017 -5.3227 0.1081
H 5.3719 4.3781 -7.4881 0.0614
H 3.2685 3.0651 -7.5362 0.1127
H 2.1981 2.3487 -5.4280 0.1180
O 5.8409 5.7763 -8.7024 0.0286
N 6.6906 6.5971 -9.0790 -0.3024
O 6.4276 7.7125 -9.5512 0.0792
C 8.1043 6.2200 -8.9622 -0.1367
C 8.4463 4.9534 -8.4686 0.0029
C 9.7920 4.5913 -8.3826 -0.0632
C 10.7847 5.4877 -8.7815 -0.0698
C 10.4416 6.7523 -9.2629 -0.0640
C 9.0991 7.1248 -9.3562 0.0022
H 7.6847 4.2435 -8.1538 0.1118
H 10.0674 3.6080 -8.0071 0.1109
H 11.8323 5.1987 -8.7178 0.1095
H 11.2211 7.4465 -9.5690 0.1101
H 8.8480 8.1127 -9.7365 0.1205
O -3.5728 2.4891 6.6143 0.0070
N -3.9513 3.6357 6.3321 -0.3014
O -4.9850 3.8977 5.7006 0.0768
C -3.1152 4.7592 6.7718 -0.1348
C -1.9182 4.5074 7.4563 0.0004
C -1.1151 5.5792 7.8507 -0.0689
C -1.5071 6.8885 7.5676 -0.0757
C -2.7049 7.1368 6.8950 -0.0680
C -3.5150 6.0729 6.4931 0.0007
H -1.5986 3.4929 7.6844 0.1184
H -0.1809 5.3938 8.3767 0.1079
H -0.8748 7.7207 7.8722 0.1071
H -3.0050 8.1601 6.6807 0.1082
H -4.4439 6.2829 5.9670 0.1194
O -6.6226 -4.3153 3.6024 0.0634
N -5.5653 -4.7550 4.0783 -0.2950
O -4.4381 -4.3173 3.8064 0.0257
C -5.6547 -5.8734 5.0247 -0.1346
C -6.9064 -6.4241 5.3322 0.0019
C -6.9828 -7.5036 6.2145 -0.0678
C -5.8206 -8.0234 6.7863 -0.0754
C -4.5763 -7.4662 6.4864 -0.0679
C -4.4870 -6.3883 5.6033 0.0023
H -7.8214 -6.0306 4.8949 0.1193
H -7.9491 -7.9423 6.4543 0.1083
H -5.8846 -8.8688 7.4693 0.1071
H -3.6753 -7.8751 6.9384 0.1079
H -3.5095 -5.9674 5.3773 0.1162



Record 3
15
Properties=species:S:1:pos:R:3:nbo_charge:R:1 method="wB97M-V/def2-TZVPD" homo_ev=-8.06 e_above_lowest_ev=0.580 homo_lumo_gap_ev=8.9 total_charge=0 max_force_ha_per_bohr=0.054
H -0.7644 0.9787 -1.7478 0.3229
N -1.5284 1.0897 -1.0807 -0.7551
C -1.1624 0.6591 0.0823 0.3858
N -1.9801 0.7154 1.1728 -0.8123
C 0.1145 0.0051 0.4091 0.1374
F 0.4180 0.1056 1.7482 -0.3534
C 0.9783 -0.5818 -0.4653 0.3244
N 2.2638 -0.9615 -0.1833 -0.8023
N 0.6320 -0.8733 -1.7674 -0.8161
H -2.7915 1.3056 1.0544 0.4026
H -1.5608 0.5086 2.0964 0.4123
H 2.5572 -0.9610 0.8230 0.3950
H 2.5062 -1.8419 -0.5479 0.3807
H -0.2905 -0.6623 -2.0864 0.3959
H 1.2877 -0.5650 -2.4724 0.3823



Record 4
239
Properties=species:S:1:pos:R:3:lowdin_charge:R:1 method="wB97M-V/def2-TZVPD" homo_ev=-8.30 homo_lumo_gap_ev=8.7 total_charge=0 max_force_ha_per_bohr=0.052
C 17.2346 11.3978 16.7896 -0.0368
C 18.4624 10.5434 16.4702 -0.4599
C 18.4713 10.4212 14.9481 -0.0287
C 19.7209 11.3159 16.9545 -0.1019
C 20.9716 10.4134 17.0638 -0.1804
C 20.6587 9.2990 17.9664 -0.1637
C 19.5239 8.4286 17.4699 -0.5155
C 20.0450 7.6019 16.2525 -0.0332
C 19.1208 7.3912 18.5379 -0.0167
N 18.3714 9.2560 17.2829 -0.0404
O 17.2950 8.4855 16.7242 -0.0368
H 17.5319 12.4428 16.5855 0.0774
H 16.4054 11.1275 16.0970 0.0925
H 16.9582 11.2909 17.7955 0.0321
H 19.3659 10.0094 14.4761 0.0755
H 17.6831 9.8539 14.5492 0.0575
H 18.3705 11.4853 14.6764 0.0881
H 19.9031 12.2570 16.3868 0.1278
H 19.5155 11.6956 17.9460 0.1000
H 21.4212 10.0734 16.1194 0.1167
H 21.7980 10.9770 17.4306 0.0973
H 20.4984 9.6849 18.9785 0.1136
H 21.5321 8.6476 18.1179 0.1331
H 21.0768 7.2050 16.2856 0.0947
H 20.1440 8.1176 15.3140 0.0553
H 19.5042 6.6835 16.0560 0.0753
H 19.0504 7.8195 19.5202 0.0634
H 19.9279 6.6321 18.5165 0.0966
H 18.2314 6.8435 18.3209 0.0638
H 17.5556 8.0109 15.9413 0.0770
C 20.2093 18.1544 23.2238 -0.0195
C 20.0498 17.6660 24.6555 -0.5086
C 20.2966 16.1343 24.8019 -0.0234
C 21.0524 18.4053 25.5870 -0.1133
C 20.6625 19.8830 25.7147 -0.1646
C 19.2351 19.9880 26.3773 -0.1078
C 18.2528 19.2343 25.4839 -0.5190
C 16.9007 18.9969 26.1291 -0.0529
C 17.9888 20.0426 24.2108 -0.0258
N 18.7264 17.8180 25.2393 -0.0607
O 17.7144 17.1325 24.4243 -0.0736
H 19.3999 17.8637 22.5541 0.0647
H 20.2069 19.2485 23.1571 0.0622
H 21.1120 17.8058 22.6827 0.0877
H 19.9562 15.8110 25.7944 0.0781
H 19.8939 15.4046 24.1021 0.0559
H 21.3958 15.9836 24.7190 0.0837
H 20.9914 17.8685 26.5889 0.1378
H 22.0679 18.2816 25.1798 0.1121
H 21.3557 20.5013 26.2696 0.1035
H 20.6470 20.3905 24.7786 0.0790
H 18.9799 21.0766 26.4217 0.1295
H 19.2434 19.4966 27.3729 0.1228
H 16.4687 19.9364 26.4936 0.0860
H 16.9800 18.3760 27.0553 0.0924
H 16.2073 18.4592 25.4831 0.0674
H 18.9204 20.2910 23.7696 0.0363
H 17.5614 20.9830 24.5099 0.0864
H 17.4419 19.4148 23.5172 0.0846
H 17.4405 16.3639 24.9699 0.0566
C 9.8615 10.3495 14.5213 -0.0461
C 11.3927 10.4873 14.8258 -0.5061
C 11.7875 9.2068 15.5327 -0.0440
C 12.1494 10.6786 13.4597 -0.1272
C 13.5322 11.2688 13.7025 -0.1731
C 13.4986 12.5450 14.5404 -0.1317
C 12.8531 12.3725 15.8788 -0.5030
C 13.6215 11.5073 16.8487 -0.0351
C 12.6130 13.6809 16.6308 -0.0173
N 11.4767 11.7592 15.6084 -0.0635
O 10.8726 11.4730 16.8756 -0.0719
H 9.4609 11.2297 14.0040 0.0804
H 9.6799 9.4586 13.9085 0.0794
H 9.3799 10.2329 15.5079 0.0777
H 12.8583 9.0507 15.6346 0.0649
H 11.3244 9.2574 16.5426 0.0855
H 11.3580 8.3278 15.0387 0.0862
H 12.1403 9.7409 12.8876 0.1228
H 11.5330 11.4431 12.9370 0.1198
H 14.0996 10.4462 14.1846 0.1085
H 13.9558 11.4776 12.7249 0.1044
H 12.9724 13.3637 14.0306 0.1200
H 14.4947 12.9452 14.7149 0.1159
H 14.4336 12.0989 17.3127 0.0683
H 14.0149 10.5987 16.3608 0.0758
H 12.9711 11.2443 17.6852 0.0691
H 13.5911 14.1711 16.6965 0.0756
H 12.1652 13.4830 17.5880 0.0652
H 11.8913 14.2620 16.0766 0.0859
H 10.3188 12.2676 16.8620 0.1101
C 16.1154 13.9937 18.2431 -0.0223
C 16.8750 14.9180 19.2240 -0.4867
C 16.4789 16.3514 18.9641 -0.0317
C 16.5535 14.5317 20.6706 -0.1194
C 17.5184 15.0448 21.7293 -0.1448
C 18.9740 14.7914 21.3260 -0.1106
C 19.3096 15.2463 19.8942 -0.5010
C 19.3778 16.7758 19.8186 -0.0026
C 20.6595 14.5845 19.5512 -0.0137
N 18.3074 14.6411 19.0339 -0.0260
O 18.6803 14.8461 17.6065 -0.0789
H 16.3514 14.3109 17.2356 0.0611
H 16.4697 12.9827 18.3918 0.0437
H 15.0729 14.0986 18.4781 0.0742
H 15.4030 16.4045 18.8094 0.0867
H 16.7737 17.0186 19.7960 0.0805
H 16.9775 16.7538 18.0949 0.0617
H 15.5826 14.8394 20.9371 0.0786
H 16.7318 13.4552 20.6186 0.1190
H 17.4079 16.1338 21.8375 0.0902
H 17.2219 14.5266 22.6042 0.0948
H 19.1669 13.7429 21.3655 0.0853
H 19.6371 15.2818 22.0503 0.1088
H 19.1461 17.1731 18.8177 0.0786
H 20.3766 17.1563 20.1384 0.0771
H 18.5776 17.1353 20.4902 0.0614
H 20.9361 14.9821 18.5922 0.0733
H 20.6067 13.4845 19.4665 0.0790
H 21.2926 14.8538 20.3587 0.0642
H 18.6727 15.8084 17.3197 0.0541
C 17.5280 14.8168 14.2419 -0.0849
O 17.4938 16.1940 13.8528 -0.2243
P 18.7350 17.1138 14.3667 0.4144
O 18.8811 17.2551 15.8322 -0.2420
O 20.0426 16.5071 13.6102 -0.2327
C 21.1888 16.0885 14.4063 -0.0869
O 18.5084 18.4555 13.5920 -0.2205
C 17.5652 19.5297 14.0621 -0.0093
H 17.4849 14.7343 15.3418 0.0743
H 18.4634 14.3808 13.9126 0.0833
H 16.7605 14.2955 13.7212 0.0641
H 21.9681 15.7513 13.6653 0.1033
H 20.9525 15.2734 15.0805 0.0687
H 21.5428 16.9456 15.0443 0.0987
H 17.6289 19.4345 15.1293 0.0652
H 16.6017 19.3046 13.5727 0.0674
H 17.9491 20.4893 13.6961 0.0892
C 25.0044 15.9384 23.6546 -0.0549
O 24.5071 16.5541 22.4101 -0.2467
P 24.7157 18.1462 22.3310 0.3354
O 24.6455 18.8089 23.6170 -0.2196
O 26.0902 18.1862 21.4996 -0.2348
C 26.6310 19.4369 20.9958 -0.0787
O 23.6573 18.7189 21.3054 -0.2302
C 23.3569 17.9819 20.0952 -0.0704
H 24.5461 16.5410 24.4283 0.0705
H 26.1191 16.0800 23.6335 0.1015
H 24.8455 14.8707 23.5972 0.0808
H 27.6223 19.1780 20.6623 0.0752
H 26.7600 20.2243 21.7846 0.1083
H 26.1221 19.7863 20.0974 0.0837
H 22.5543 17.3068 20.3495 0.0562
H 24.3063 17.5085 19.7903 0.0878
H 23.1326 18.7237 19.2630 0.1155
C 17.9051 10.2431 20.5379 -0.0185
O 19.2622 10.1139 21.1193 -0.1939
P 19.9068 10.8146 22.3156 0.2765
O 20.7941 9.9435 23.0813 -0.2181
O 18.6711 11.4406 23.0910 -0.2168
C 18.7940 11.8630 24.4243 -0.0806
O 20.5276 12.1295 21.7692 -0.2270
C 21.9287 12.1453 21.5545 -0.0949
H 17.5682 9.2585 20.2037 0.0690
H 17.9945 10.9270 19.6958 0.0752
H 17.1626 10.5614 21.2810 0.0722
H 19.7759 12.2275 24.6029 0.0875
H 18.4443 11.0646 25.0394 0.0856
H 18.0622 12.6373 24.5200 0.0523
H 22.3570 11.3059 22.1421 0.0874
H 22.3348 13.0796 21.9657 0.0897
H 22.1745 12.0869 20.4964 0.0811
C 14.1057 14.8869 25.1609 -0.0708
O 14.5829 14.2625 26.3491 -0.1990
P 16.0933 13.9171 26.5882 0.3669
O 17.0060 14.5821 25.6706 -0.2163
O 16.2983 14.2033 28.1129 -0.2074
C 17.5886 14.6197 28.6611 -0.0376
O 16.1549 12.2980 26.4649 -0.2314
C 15.2889 11.4446 27.2104 -0.0932
H 14.7005 14.5495 24.3298 0.0772
H 14.1408 15.9719 25.2387 0.0900
H 13.0444 14.6185 25.1369 0.0983
H 18.1072 15.1828 27.8556 0.0813
H 18.2037 13.7887 28.9650 0.0870
H 17.3619 15.3426 29.4314 0.0872
H 15.3765 11.7259 28.2860 0.0956
H 15.7208 10.4878 27.1324 0.0719
H 14.2209 11.5062 26.9813 0.0932
C 14.6959 15.4025 11.5626 -0.0791
O 13.7499 15.5830 12.6448 -0.2222
P 13.9685 16.8797 13.5991 0.4567
O 14.7847 17.9802 13.0186 -0.2424
O 12.4212 17.2110 14.0196 -0.2224
C 11.5352 18.0492 13.3304 -0.1119
O 14.5726 16.1971 14.8881 -0.2103
C 14.9538 17.0099 16.0038 -0.0805
H 15.5698 14.7337 11.7792 0.0936
H 15.1104 16.3472 11.3382 0.0553
H 14.1502 15.0008 10.7229 0.0842
H 10.8411 17.4633 12.7303 0.0901
H 12.0911 18.7321 12.6724 0.0922
H 10.9676 18.6053 14.0331 0.0738
H 15.6305 16.4132 16.6083 0.0471
H 14.1422 17.3646 16.6153 0.0906
H 15.5525 17.9100 15.7586 0.0937
C 15.1395 7.9885 19.1726 -0.0747
O 14.5405 8.6728 20.2520 -0.2055
P 14.3628 10.2067 20.4267 0.2732
O 15.1934 11.0743 19.6095 -0.1978
O 12.9093 10.3932 19.9653 -0.2210
C 11.7521 9.6552 20.3771 -0.0623
O 14.4464 10.4964 21.9608 -0.1931
C 14.3841 11.8044 22.5290 -0.0693
H 15.5931 8.7151 18.4844 0.0714
H 14.2947 7.4043 18.6846 0.1190
H 15.9502 7.3574 19.5275 0.0807
H 11.1834 9.5276 19.4467 0.0842
H 11.1258 10.2882 21.0058 0.0832
H 11.9684 8.6375 20.8327 0.1144
H 14.8063 12.5287 21.7969 0.0861
H 15.0589 11.7383 23.4001 0.0969
H 13.3994 12.0700 22.9089 0.0834
C 12.3215 13.9977 21.0049 -0.0772
O 13.1312 14.9728 21.6621 -0.2076
P 12.3367 16.1595 22.2864 0.2321
O 11.3057 15.7734 23.2249 -0.2043
O 13.4236 17.0339 22.9607 -0.2014
C 14.6337 17.3758 22.3020 -0.0614
O 11.8930 17.0361 21.0726 -0.2201
C 10.8230 18.0377 21.2228 -0.0312
H 12.3341 13.0843 21.5612 0.0516
H 12.8224 13.7578 20.0420 0.0980
H 11.3011 14.3369 20.7772 0.1007
H 14.5542 18.3697 21.9033 0.0934
H 14.8451 16.6782 21.5160 0.0487
H 15.4530 17.2659 23.0464 0.0935
H 9.9421 17.6491 20.7664 0.0767
H 11.2535 18.8341 20.5948 0.0957
H 10.7238 18.3280 22.2764 0.0959